No. 1
# C62H157N11O14

A 14-piece molecular cluster, C62H157N11O14 overall (ωB97M-V/def2-TZVPD, OMol25).

Results
* HOMO-LUMO gap: 8.15 eV
* relative energy (zero: lowest compared OMol25 entry of this formula, charge and spin): 190.79 kcal per mole
* calculated total energy: -111879.72179 eV

Atoms and positions in Å:
C (1.124, 5.730, -8.446)
O (0.450, 5.981, -7.228)
H (1.411, 6.720, -8.802)
H (2.027, 5.139, -8.291)
H (0.550, 5.129, -9.151)
H (0.510, 5.151, -6.749)
C (-1.181, 7.441, 6.287)
O (-1.381, 8.536, 5.418)
H (-1.397, 7.690, 7.326)
H (-1.997, 6.760, 6.045)
H (-0.194, 7.005, 6.127)
H (-1.953, 8.315, 4.679)
C (5.179, -4.270, -5.940)
O (5.243, -4.712, -7.239)
H (5.169, -3.184, -6.040)
H (4.297, -4.528, -5.354)
H (6.087, -4.651, -5.473)
H (6.036, -4.485, -7.731)
C (10.638, -4.846, 3.191)
C (11.123, -4.915, 1.724)
C (10.383, -4.010, 0.711)
O (10.485, -2.678, 1.192)
C (9.954, -1.756, 0.268)
N (12.546, -4.524, 1.732)
H (11.311, -5.357, 3.881)
H (9.694, -5.388, 3.258)
H (10.384, -3.829, 3.490)
H (11.053, -5.940, 1.361)
H (9.321, -4.254, 0.708)
H (10.704, -4.244, -0.304)
H (10.247, -0.789, 0.677)
H (8.867, -1.804, 0.211)
H (10.415, -1.848, -0.716)
H (12.656, -3.546, 1.503)
H (12.623, -4.481, 2.738)
C (-9.263, -1.322, -6.531)
C (-8.704, -0.769, -7.871)
C (-7.251, -0.159, -7.833)
O (-7.296, 1.145, -7.208)
C (-5.991, 1.565, -6.845)
N (-8.656, -1.859, -8.784)
H (-9.035, -0.661, -5.695)
H (-8.828, -2.301, -6.331)
H (-10.342, -1.473, -6.570)
H (-9.439, -0.102, -8.321)
H (-6.866, -0.028, -8.844)
H (-6.608, -0.905, -7.366)
H (-5.956, 2.456, -6.219)
H (-5.330, 1.870, -7.656)
H (-5.504, 0.790, -6.253)
H (-8.507, -1.466, -9.702)
H (-9.634, -2.066, -8.930)
C (11.215, 6.933, -2.308)
C (10.398, 6.234, -3.447)
C (11.258, 5.477, -4.527)
O (11.808, 6.402, -5.423)
C (12.599, 5.737, -6.336)
N (9.580, 5.295, -2.738)
H (11.859, 7.597, -2.883)
H (11.851, 6.308, -1.681)
H (10.465, 7.455, -1.713)
H (9.848, 7.012, -3.976)
H (10.696, 4.718, -5.072)
H (12.054, 4.868, -4.099)
H (13.418, 5.253, -5.804)
H (13.003, 6.324, -7.162)
H (11.982, 4.998, -6.847)
H (8.986, 5.904, -2.194)
H (9.029, 4.847, -3.456)
C (1.910, -1.639, -11.948)
C (1.154, -0.727, -10.949)
C (-0.309, -0.505, -11.269)
O (-0.390, 0.353, -12.444)
C (-1.760, 0.603, -12.784)
N (1.260, -1.396, -9.695)
H (1.777, -1.283, -12.970)
H (1.610, -2.686, -11.910)
H (2.990, -1.619, -11.798)
H (1.650, 0.229, -10.781)
H (-0.908, -0.315, -10.379)
H (-0.714, -1.499, -11.457)
H (-2.196, -0.385, -12.935)
H (-1.694, 1.167, -13.714)
H (-2.201, 1.148, -11.950)
H (2.034, -2.042, -9.749)
H (0.485, -1.989, -9.434)
C (5.415, 7.527, 4.903)
C (5.273, 6.887, 3.501)
C (5.114, 7.781, 2.252)
O (5.333, 7.047, 1.100)
C (4.568, 7.581, -0.044)
N (6.468, 6.038, 3.341)
H (6.354, 8.079, 4.939)
H (5.381, 6.799, 5.714)
H (4.566, 8.193, 5.061)
H (4.416, 6.215, 3.546)
H (5.919, 8.509, 2.149)
H (4.206, 8.382, 2.215)
H (4.962, 7.069, -0.922)
H (4.922, 8.581, -0.295)
H (3.485, 7.466, -0.063)
H (7.103, 6.633, 2.829)
H (6.343, 5.404, 2.565)
C (2.664, 1.608, -2.344)
C (1.254, 1.066, -2.209)
C (0.401, 1.671, -1.065)
O (0.974, 1.489, 0.241)
C (0.220, 1.923, 1.346)
N (0.584, 1.276, -3.464)
H (2.566, 2.693, -2.311)
H (3.146, 1.267, -3.260)
H (3.226, 1.234, -1.488)
H (1.409, -0.001, -2.047)
H (-0.615, 1.278, -1.107)
H (0.289, 2.746, -1.211)
H (-0.748, 1.424, 1.308)
H (0.007, 2.990, 1.411)
H (0.624, 1.717, 2.337)
H (1.134, 0.729, -4.112)
H (-0.383, 1.017, -3.596)
C (-4.628, 8.246, -1.129)
C (-5.539, 7.428, -0.198)
C (-6.263, 6.248, -0.954)
O (-7.328, 5.702, -0.171)
C (-8.271, 4.937, -0.892)
N (-4.683, 7.009, 0.850)
H (-5.140, 8.740, -1.955)
H (-3.925, 7.664, -1.724)
H (-4.187, 9.071, -0.569)
H (-6.374, 8.064, 0.097)
H (-5.479, 5.560, -1.269)
H (-6.687, 6.566, -1.907)
H (-8.975, 5.533, -1.472)
H (-8.734, 4.208, -0.227)
H (-7.732, 4.353, -1.638)
H (-4.245, 6.127, 0.629)
H (-5.283, 6.713, 1.607)
C (-4.681, -5.791, -10.505)
C (-3.411, -6.357, -9.882)
C (-3.129, -6.157, -8.333)
O (-3.027, -4.806, -8.051)
C (-3.049, -4.568, -6.625)
N (-3.461, -7.789, -10.154)
H (-4.654, -5.771, -11.595)
H (-4.809, -4.797, -10.077)
H (-5.474, -6.508, -10.289)
H (-2.645, -5.895, -10.505)
H (-2.181, -6.635, -8.082)
H (-3.873, -6.711, -7.761)
H (-3.864, -5.081, -6.116)
H (-3.285, -3.561, -6.279)
H (-2.155, -4.865, -6.077)
H (-2.713, -8.259, -9.664)
H (-4.258, -8.203, -9.693)
C (-10.566, -2.999, 4.391)
C (-9.327, -2.281, 3.786)
C (-8.064, -2.817, 4.726)
C (-6.686, -2.645, 4.049)
C (-6.763, -3.351, 2.646)
C (-7.941, -2.876, 1.625)
N (-9.211, -2.823, 2.384)
O (-10.234, -2.452, 1.547)
C (-7.511, -1.502, 1.017)
C (-7.943, -3.897, 0.539)
C (-9.478, -0.768, 3.875)
H (-10.524, -4.081, 4.262)
H (-11.500, -2.634, 3.965)
H (-10.583, -2.865, 5.473)
H (-8.097, -2.227, 5.642)
H (-8.127, -3.842, 5.091)
H (-5.851, -3.017, 4.643)
H (-6.529, -1.569, 3.982)
H (-6.820, -4.440, 2.663)
H (-5.819, -3.112, 2.155)
H (-7.627, -1.446, -0.065)
H (-8.072, -0.641, 1.380)
H (-6.457, -1.250, 1.136)
H (-8.314, -4.810, 1.003)
H (-8.485, -3.607, -0.361)
H (-6.950, -4.207, 0.212)
H (-9.453, -0.429, 4.910)
H (-10.196, -0.240, 3.248)
H (-8.520, -0.398, 3.508)
H (-10.934, -3.071, 1.766)
C (3.207, -5.322, 4.776)
C (2.519, -5.721, 3.461)
C (3.313, -4.842, 2.435)
C (3.099, -5.285, 0.984)
C (3.493, -6.747, 0.866)
C (2.771, -7.731, 1.802)
N (2.694, -7.165, 3.201)
O (1.957, -7.976, 4.085)
C (1.329, -7.982, 1.253)
C (3.499, -9.081, 1.757)
C (0.999, -5.370, 3.484)
H (2.806, -5.888, 5.617)
H (3.036, -4.284, 5.062)
H (4.286, -5.472, 4.785)
H (2.926, -3.826, 2.523)
H (4.391, -4.862, 2.592)
H (3.693, -4.596, 0.382)
H (2.062, -5.061, 0.734)
H (4.562, -6.943, 0.788)
H (3.236, -6.942, -0.175)
H (1.463, -8.737, 0.478)
H (0.621, -8.242, 2.039)
H (0.909, -7.150, 0.688)
H (2.828, -9.802, 2.222)
H (3.658, -9.442, 0.741)
H (4.426, -9.081, 2.331)
H (0.765, -4.306, 3.526)
H (0.591, -5.766, 4.414)
H (0.448, -5.734, 2.617)
H (2.572, -8.264, 4.765)
C (-0.820, 1.787, 15.898)
C (-1.524, 1.580, 14.529)
C (-1.779, 3.024, 14.004)
C (-2.326, 3.056, 12.549)
C (-1.375, 2.263, 11.675)
C (-0.979, 0.838, 12.088)
N (-0.718, 0.815, 13.555)
O (-0.324, -0.415, 14.058)
C (-2.051, -0.192, 11.619)
C (0.398, 0.453, 11.433)
C (-2.922, 0.968, 14.745)
H (-1.460, 2.377, 16.555)
H (0.153, 2.278, 15.903)
H (-0.660, 0.856, 16.442)
H (-2.525, 3.549, 14.600)
H (-0.825, 3.548, 13.947)
H (-2.426, 4.104, 12.268)
H (-3.329, 2.628, 12.530)
H (-0.507, 2.877, 11.435)
H (-1.870, 2.180, 10.708)
H (-2.143, -0.997, 12.349)
H (-3.042, 0.200, 11.389)
H (-1.748, -0.734, 10.722)
H (0.272, 0.435, 10.350)
H (1.143, 1.143, 11.828)
H (0.791, -0.520, 11.728)
H (-3.549, 1.412, 15.519)
H (-2.806, -0.093, 14.966)
H (-3.501, 0.911, 13.824)
H (0.517, -0.198, 14.467)

Cartesian forces (eV/Å) of the 3 atoms listed first:
0.509 0.148 0.093
-0.053 -0.538 0.124
-0.091 -0.290 -0.532

Results of the Mulliken charge analysis, in e, for atoms 1 through 8: atom 1 (C): -0.4873, atom 2 (O): -0.4880, atom 3 (H): 0.2057, atom 4 (H): 0.2436, atom 5 (H): 0.2273, atom 6 (H): 0.2973, atom 7 (C): -0.4480, atom 8 (O): -0.5114



No. 2
# C62H157N11O20

A 11-piece molecular cluster, C62H157N11O20 overall (ωB97M-V/def2-TZVPD, OMol25).

Results
* HOMO-LUMO gap: 8.74 eV
* relative energy (zero: lowest compared OMol25 entry of this formula, charge and spin): 239.80 kcal per mole
* SMILES: COC[C@H](C)N.COC[C@H](C)N.COCCNCCOC.COCCNCCOC.COCCNCCOC.COCCNCCOC.COCCNCCOC.COCCNCCOC.COCCNCCOC.COCCNCCOC.COCCNCCOC
* calculated total energy: -124157.67284 eV

Atoms and positions in Å:
C (-0.047, 2.760, 1.131)
O (-0.154, 1.281, 1.109)
C (-0.147, 0.869, -0.277)
C (-0.365, -0.642, -0.469)
C (0.749, -1.552, 0.171)
N (-0.537, -0.989, -1.926)
H (0.988, 3.090, 1.223)
H (-0.517, 3.055, 2.068)
H (-0.576, 3.358, 0.388)
H (-0.926, 1.435, -0.788)
H (0.801, 1.106, -0.760)
H (-1.283, -0.906, 0.057)
H (1.669, -1.390, -0.390)
H (0.614, -2.622, 0.014)
H (1.009, -1.189, 1.165)
H (-0.835, -1.939, -2.101)
H (0.327, -0.708, -2.367)
C (4.255, -0.537, 2.372)
O (4.934, 0.197, 1.357)
C (4.104, 1.374, 1.176)
C (4.595, 2.567, 0.483)
C (4.898, 2.231, -1.011)
N (5.846, 3.072, 1.088)
H (4.212, -0.068, 3.355)
H (4.915, -1.400, 2.466)
H (3.246, -0.868, 2.129)
H (3.174, 1.003, 0.746)
H (3.834, 1.719, 2.174)
H (3.886, 3.379, 0.646)
H (4.052, 1.748, -1.500)
H (5.782, 1.612, -1.159)
H (5.129, 3.097, -1.632)
H (5.902, 2.838, 2.069)
H (6.559, 2.493, 0.668)
C (-9.663, 3.536, -0.703)
O (-10.414, 2.347, -0.447)
C (-10.421, 1.341, -1.463)
C (-9.069, 0.862, -1.964)
N (-8.450, 0.010, -0.956)
C (-6.997, -0.435, -1.100)
C (-6.341, -1.107, 0.183)
O (-5.118, -0.366, 0.537)
C (-3.876, -0.517, -0.234)
H (-9.827, 4.130, 0.197)
H (-10.173, 3.978, -1.559)
H (-8.582, 3.517, -0.836)
H (-10.933, 1.824, -2.295)
H (-11.114, 0.567, -1.132)
H (-8.441, 1.724, -2.186)
H (-9.291, 0.267, -2.850)
H (-8.689, 0.502, -0.107)
H (-6.401, 0.440, -1.359)
H (-6.812, -1.094, -1.948)
H (-6.299, -2.178, -0.017)
H (-7.110, -0.993, 0.947)
H (-3.631, -1.567, -0.394)
H (-3.024, 0.037, 0.159)
H (-4.089, -0.108, -1.222)
C (1.657, -5.267, -2.327)
O (2.481, -5.209, -1.130)
C (3.278, -6.399, -0.958)
C (4.677, -6.187, -1.494)
N (5.503, -7.451, -1.532)
C (6.606, -7.505, -0.642)
C (6.043, -8.090, 0.702)
O (5.075, -9.059, 0.665)
C (4.358, -9.348, 1.841)
H (2.173, -5.507, -3.256)
H (1.260, -4.251, -2.325)
H (0.825, -5.968, -2.254)
H (2.725, -7.251, -1.353)
H (3.396, -6.637, 0.099)
H (5.112, -5.442, -0.828)
H (4.700, -5.864, -2.535)
H (4.907, -8.120, -1.067)
H (7.228, -6.610, -0.649)
H (7.392, -8.153, -1.028)
H (5.640, -7.180, 1.148)
H (6.862, -8.501, 1.293)
H (5.093, -9.626, 2.596)
H (3.784, -10.262, 1.690)
H (3.747, -8.479, 2.088)
C (0.949, -4.638, 1.702)
O (1.164, -5.598, 2.769)
C (0.958, -5.052, 4.076)
C (1.431, -6.175, 5.115)
N (0.399, -7.206, 5.132)
C (0.851, -8.417, 5.808)
C (0.812, -8.389, 7.412)
O (1.122, -9.701, 7.957)
C (0.072, -10.369, 8.463)
H (1.906, -4.117, 1.672)
H (0.037, -4.041, 1.716)
H (0.798, -5.260, 0.819)
H (-0.121, -4.915, 4.142)
H (1.524, -4.122, 4.137)
H (1.536, -5.563, 6.011)
H (2.416, -6.429, 4.724)
H (0.112, -7.312, 4.169)
H (1.847, -8.702, 5.467)
H (0.214, -9.200, 5.396)
H (-0.182, -8.002, 7.638)
H (1.564, -7.626, 7.617)
H (-0.254, -9.953, 9.416)
H (0.339, -11.425, 8.515)
H (-0.833, -10.218, 7.875)
C (0.222, 6.439, 1.145)
O (0.451, 7.464, 2.105)
C (0.427, 8.821, 1.675)
C (-0.861, 9.419, 2.116)
N (-0.657, 10.876, 2.122)
C (-1.927, 11.541, 2.468)
C (-2.431, 11.457, 3.921)
O (-3.473, 12.361, 4.051)
C (-3.835, 12.553, 5.319)
H (-0.807, 6.262, 0.832)
H (0.552, 5.455, 1.478)
H (0.829, 6.603, 0.255)
H (0.763, 8.920, 0.642)
H (1.354, 9.210, 2.098)
H (-0.951, 9.098, 3.154)
H (-1.639, 9.085, 1.429)
H (0.163, 11.226, 2.597)
H (-2.617, 11.280, 1.665)
H (-1.788, 12.615, 2.344)
H (-1.681, 11.644, 4.690)
H (-2.846, 10.468, 4.117)
H (-4.133, 11.596, 5.746)
H (-4.686, 13.227, 5.220)
H (-3.042, 13.049, 5.878)
C (4.186, 8.905, 0.319)
O (4.027, 8.066, 1.443)
C (4.875, 6.989, 1.673)
C (4.737, 6.587, 3.218)
N (3.428, 6.111, 3.559)
C (3.337, 4.597, 3.347)
C (2.081, 3.942, 4.059)
O (0.896, 4.561, 3.716)
C (0.478, 5.466, 4.739)
H (3.579, 9.794, 0.490)
H (3.804, 8.316, -0.515)
H (5.233, 9.158, 0.154)
H (5.893, 7.345, 1.518)
H (4.669, 6.180, 0.971)
H (4.982, 7.481, 3.792)
H (5.478, 5.882, 3.595)
H (2.627, 6.575, 3.154)
H (4.230, 4.042, 3.636)
H (3.224, 4.463, 2.271)
H (2.303, 3.962, 5.126)
H (1.935, 2.891, 3.811)
H (1.099, 6.351, 4.877)
H (0.442, 4.926, 5.685)
H (-0.533, 5.813, 4.525)
C (1.395, 0.153, 5.509)
O (0.076, -0.095, 5.934)
C (-0.833, 0.821, 5.334)
C (-1.605, 0.089, 4.190)
N (-2.459, -1.121, 4.610)
C (-3.005, -1.758, 3.382)
C (-4.000, -2.821, 3.736)
O (-4.658, -3.159, 2.551)
C (-5.995, -3.682, 2.786)
H (1.909, 0.845, 6.177)
H (1.483, 0.532, 4.491)
H (1.783, -0.863, 5.437)
H (-0.429, 1.806, 5.098)
H (-1.479, 0.792, 6.211)
H (-0.889, -0.257, 3.444)
H (-2.251, 0.827, 3.714)
H (-1.895, -1.862, 5.001)
H (-2.203, -2.185, 2.779)
H (-3.305, -0.958, 2.706)
H (-4.673, -2.392, 4.479)
H (-3.530, -3.681, 4.213)
H (-6.733, -2.955, 3.126)
H (-6.034, -4.513, 3.490)
H (-6.409, -3.852, 1.792)
C (2.156, -8.667, -7.169)
O (2.103, -7.395, -6.550)
C (2.502, -6.326, -7.542)
C (2.622, -5.087, -6.596)
N (2.779, -3.809, -7.328)
C (3.151, -2.752, -6.370)
C (2.111, -2.370, -5.264)
O (2.552, -1.578, -4.139)
C (2.889, -0.281, -4.586)
H (1.695, -9.447, -6.562)
H (3.175, -8.966, -7.415)
H (1.504, -8.652, -8.042)
H (1.683, -6.173, -8.246)
H (3.408, -6.395, -8.143)
H (3.389, -5.321, -5.858)
H (1.642, -4.944, -6.141)
H (2.085, -3.544, -8.012)
H (3.677, -1.886, -6.772)
H (3.985, -3.215, -5.844)
H (1.852, -3.251, -4.676)
H (1.146, -2.011, -5.621)
H (3.273, 0.324, -3.765)
H (2.001, 0.276, -4.883)
H (3.724, -0.178, -5.278)
C (-1.934, 2.581, -5.376)
O (-2.342, 3.453, -4.333)
C (-1.708, 3.334, -3.087)
C (-0.194, 3.752, -3.226)
N (-0.054, 5.040, -2.623)
C (1.168, 5.841, -2.888)
C (2.497, 5.116, -2.801)
O (3.395, 6.195, -2.848)
C (4.652, 6.035, -2.325)
H (-2.679, 2.700, -6.162)
H (-2.079, 1.627, -4.870)
H (-0.931, 2.654, -5.797)
H (-1.750, 2.393, -2.539)
H (-2.248, 3.991, -2.405)
H (0.141, 3.728, -4.263)
H (0.509, 3.194, -2.608)
H (-0.801, 5.504, -3.118)
H (1.212, 6.643, -2.152)
H (1.053, 6.279, -3.879)
H (2.533, 4.279, -3.498)
H (2.626, 4.645, -1.826)
H (4.723, 5.750, -1.275)
H (5.319, 6.866, -2.556)
H (5.171, 5.244, -2.865)
C (-1.651, -6.532, -4.265)
O (-1.841, -5.124, -3.999)
C (-1.510, -4.218, -5.081)
C (-2.201, -2.845, -4.787)
N (-3.473, -2.965, -4.068)
C (-4.286, -1.728, -3.848)
C (-4.990, -1.172, -5.168)
O (-5.850, -0.036, -4.876)
C (-6.797, 0.375, -5.845)
H (-0.565, -6.587, -4.340)
H (-2.224, -6.872, -5.127)
H (-1.957, -7.068, -3.367)
H (-1.844, -4.677, -6.012)
H (-0.433, -4.085, -5.188)
H (-2.309, -2.249, -5.693)
H (-1.579, -2.157, -4.215)
H (-3.234, -3.364, -3.172)
H (-3.656, -0.979, -3.368)
H (-5.061, -1.894, -3.101)
H (-5.382, -1.958, -5.814)
H (-4.262, -0.743, -5.857)
H (-7.315, 1.328, -5.743)
H (-7.649, -0.304, -5.897)
H (-6.483, 0.476, -6.884)

Cartesian forces (eV/Å) of the 3 atoms listed first:
-0.288 -1.003 1.787
0.132 1.481 -1.712
0.014 -0.610 0.214

Results of the Mulliken charge analysis, in e, for atoms 1 through 8: atom 1 (C): -0.6130, atom 2 (O): 0.1086, atom 3 (C): -0.4510, atom 4 (C): 0.9289, atom 5 (C): -1.2344, atom 6 (N): 0.2796, atom 7 (H): -0.0502, atom 8 (H): 0.3069



Result set for HOMO energy: -8.14, -8.32 eV, one per record in the order listed.